Here is an isolated ion of composition C8H13N2 and charge +1 from the OMol25 dataset. Energies are from wB97M-V/def2-TZVPD.

## Properties
Gap between HOMO and LUMO: 7.718 eV
E_LUMO: -0.191 Eh
DFT total energy: -421.79735 hartree
HOMO level: -12.91 eV
SMILES string: [H]/N=C(C)/[NH+]=C\C=C/C=C/C

Structure (ORCA input):
```
! RIJCOSX wB97M-V def2-TZVPD def2/J DEFGRID3
* xyz 1 1
H -2.06 -0.39 1.98
N -1.52 0.41 2.05
C -1.41 1.05 0.97
C -2.00 0.78 -0.35
N -0.52 2.17 1.16
C 0.66 2.47 0.56
C 1.10 1.75 -0.66
C 1.21 0.39 -1.01
C 1.14 -0.76 -0.21
C 1.06 -1.96 -0.79
C 0.84 -3.26 -0.14
H -3.00 0.76 -0.08
H -1.72 -0.09 -0.80
H -1.85 1.48 -1.18
H -0.87 2.77 1.83
H 1.15 3.33 0.87
H 1.69 2.34 -1.34
H 1.32 0.22 -2.04
H 1.05 -0.52 0.86
H 1.24 -2.00 -1.87
H 0.01 -3.90 -0.55
H 1.87 -3.77 -0.18
H 0.61 -3.27 0.90
*
```